Here is a cluster of 8 separate species, C55H126F9N6O5P in total from the Open Molecules 2025 dataset. Energies are from ωB97M-V/def2-TZVPD.

Results
2S+1	1
electronic energy	-4114.79116	a.u.
total charge	+4
LUMO level	-7.06	eV
gap between HOMO and LUMO	8.45	eV

Cartesian coordinates (Å):
C (12.44518, 18.21580, 14.89413)
O (12.73393, 19.51293, 15.40523)
O (12.33232, 18.40312, 13.51067)
C (13.41033, 17.09489, 15.46233)
F (14.40898, 16.72910, 14.51225)
F (14.12253, 17.50136, 16.58952)
F (12.80080, 16.02162, 15.73429)
C (12.19315, 19.85829, 16.66528)
C (12.92790, 21.04135, 17.39288)
H (12.49987, 21.32892, 18.35319)
H (13.93353, 20.66202, 17.57428)
H (12.87478, 21.89230, 16.71379)
H (12.28730, 19.06429, 17.40609)
H (11.10828, 19.96391, 16.66470)
H (11.45335, 17.91338, 15.23017)
C (15.00881, 13.82619, 12.16151)
C (13.93017, 13.53875, 11.14687)
N (12.64194, 14.42753, 11.20676)
C (11.76395, 14.10176, 9.93999)
C (11.87844, 13.97885, 12.49905)
C (10.38721, 14.38571, 12.53979)
C (12.96071, 15.92307, 11.35022)
C (13.48268, 16.56770, 10.03762)
O (14.69444, 16.07314, 9.51935)
C (15.44697, 16.98443, 8.70795)
H (15.66850, 12.95977, 12.11437)
H (14.70213, 14.09141, 13.17329)
H (15.54750, 14.67170, 11.73369)
H (13.61745, 12.49770, 11.22762)
H (14.21222, 13.73880, 10.11317)
H (12.30649, 14.19261, 8.99899)
H (11.07342, 14.94454, 9.90856)
H (11.15263, 13.21429, 10.10364)
H (12.34613, 14.39894, 13.38950)
H (11.91610, 12.88950, 12.49952)
H (9.71800, 13.88116, 11.84288)
H (10.18154, 15.45547, 12.57758)
H (10.00613, 14.15216, 13.53394)
H (13.78155, 16.04281, 12.05732)
H (12.00800, 16.34254, 11.67350)
H (13.69751, 17.57103, 10.40542)
H (12.82522, 16.74746, 9.18701)
H (15.64623, 17.97953, 9.10566)
H (14.94109, 17.08777, 7.74800)
H (16.42649, 16.54894, 8.51054)
C (14.53529, 15.92169, 19.46657)
C (13.57649, 15.29877, 20.52141)
N (12.13294, 14.96402, 20.11020)
C (12.15580, 14.14576, 18.80483)
C (11.38010, 14.16335, 21.19624)
C (11.34366, 14.85158, 22.58305)
C (11.49979, 16.40263, 19.85775)
C (9.97548, 16.37933, 19.55157)
O (9.81850, 15.70781, 18.26931)
C (8.45591, 15.75148, 17.92034)
H (14.12333, 16.84332, 19.05551)
H (14.73004, 15.25534, 18.62624)
H (15.48740, 16.18168, 19.92917)
H (13.69249, 15.88016, 21.43609)
H (13.95989, 14.32299, 20.81968)
H (11.17277, 13.70387, 18.64207)
H (12.94642, 13.40424, 18.91961)
H (12.33403, 14.80261, 17.95343)
H (11.85839, 13.18403, 21.17970)
H (10.38351, 14.00833, 20.78287)
H (10.67998, 14.29410, 23.24400)
H (10.94527, 15.86613, 22.59195)
H (12.33740, 14.93039, 23.02391)
H (11.98906, 16.92259, 19.03412)
H (11.80419, 16.95652, 20.74580)
H (9.63133, 17.41357, 19.54780)
H (9.45002, 15.93245, 20.39554)
H (8.12409, 16.78722, 17.84809)
H (7.86857, 15.21443, 18.66513)
H (8.22904, 15.34532, 16.93461)
C (10.21920, 20.72274, 10.24018)
C (10.27325, 20.10280, 11.72918)
N (8.99703, 20.41599, 12.62040)
C (8.85506, 21.94519, 12.97176)
C (7.70017, 19.86009, 11.92707)
C (7.78740, 18.36822, 11.49144)
C (9.30951, 19.73160, 14.00214)
C (8.42786, 20.03612, 15.29112)
O (8.56983, 21.38463, 15.72469)
C (8.29015, 21.58522, 17.09775)
H (11.03074, 20.42568, 9.57590)
H (10.28530, 21.80991, 10.28246)
H (9.27686, 20.37694, 9.81531)
H (11.09229, 20.53387, 12.30492)
H (10.47435, 19.03157, 11.74023)
H (8.86271, 22.46242, 12.01233)
H (9.71387, 22.38043, 13.48276)
H (7.92847, 22.07481, 13.53097)
H (7.47133, 20.59798, 11.15814)
H (6.87772, 19.92784, 12.63918)
H (8.55222, 18.14540, 10.74746)
H (6.81493, 18.04829, 11.11722)
H (7.89023, 17.65826, 12.31210)
H (10.28661, 20.11733, 14.29296)
H (9.41097, 18.65506, 13.86477)
H (8.80625, 19.30892, 16.00952)
H (7.38510, 19.88218, 15.01354)
H (8.80783, 20.80779, 17.65963)
H (7.24866, 21.37723, 17.34299)
H (8.80243, 22.48119, 17.44831)
C (17.78685, 10.23431, 13.94595)
C (18.22792, 11.21986, 15.08374)
C (17.84321, 12.72848, 14.83637)
N (17.88321, 13.70843, 16.09195)
C (19.37867, 14.02149, 16.56525)
C (19.38800, 15.17438, 17.50000)
C (18.62212, 16.45334, 17.00684)
C (17.22264, 16.13092, 16.74267)
C (17.18130, 15.02091, 15.68698)
C (17.05724, 13.12737, 17.29414)
H (16.77310, 9.84136, 14.02347)
H (18.40601, 9.33902, 14.00236)
H (18.00528, 10.69533, 12.98270)
H (19.31499, 11.17523, 15.14998)
H (17.90977, 10.89996, 16.07598)
H (16.78306, 12.70458, 14.58418)
H (18.50880, 13.25555, 14.15278)
H (19.88901, 14.30341, 15.64429)
H (19.95266, 13.16847, 16.92720)
H (20.44479, 15.43176, 17.57117)
H (19.15652, 14.96379, 18.54411)
H (19.16181, 16.91553, 16.18027)
H (18.72254, 17.20033, 17.79425)
H (16.77014, 17.02807, 16.32024)
H (16.73242, 15.91470, 17.69189)
H (17.84499, 15.30453, 14.87018)
H (16.17670, 14.87077, 15.29158)
H (17.40941, 12.12963, 17.55604)
H (15.98988, 13.16156, 17.07578)
H (17.29395, 13.74278, 18.16209)
C (16.66715, 19.75525, 16.85797)
C (16.89879, 19.72766, 15.33684)
C (15.88322, 20.61462, 14.55673)
N (15.98431, 20.56822, 13.01157)
C (14.67644, 21.17238, 12.47316)
C (14.71142, 21.27136, 10.90020)
C (15.84689, 22.18915, 10.54838)
C (17.21728, 21.59849, 11.02152)
C (17.28562, 21.31176, 12.52339)
C (16.08361, 19.10747, 12.53427)
H (17.61205, 19.38016, 17.25116)
H (15.79064, 19.18132, 17.15870)
H (16.53790, 20.81671, 17.06937)
H (16.68738, 18.72705, 14.95977)
H (17.88339, 20.08214, 15.03187)
H (15.89588, 21.61962, 14.97854)
H (14.87194, 20.26816, 14.76978)
H (14.63671, 22.17932, 12.88859)
H (13.87627, 20.48807, 12.75522)
H (13.82312, 21.82224, 10.59105)
H (14.57453, 20.33424, 10.36060)
H (15.69721, 23.17793, 10.98199)
H (15.98823, 22.20385, 9.46768)
H (18.07880, 22.24935, 10.87230)
H (17.42864, 20.66390, 10.50193)
H (17.43074, 22.18986, 13.15266)
H (18.16068, 20.68536, 12.69662)
H (15.79409, 19.10582, 11.48342)
H (15.30664, 18.42350, 12.87575)
H (17.10156, 18.75518, 12.70088)
C (15.01111, 23.23540, 21.36415)
C (15.57764, 24.13892, 20.28997)
C (14.40291, 25.08746, 19.81170)
N (14.84889, 26.07745, 18.72583)
C (15.03673, 25.33207, 17.34702)
C (13.68121, 24.89217, 16.71744)
C (12.69671, 26.04438, 16.65778)
C (12.45296, 26.79659, 18.06909)
C (13.80579, 27.26403, 18.70912)
C (16.23584, 26.79665, 19.02401)
H (14.47605, 23.67893, 22.20385)
H (15.82269, 22.67050, 21.82278)
H (14.32538, 22.49314, 20.95559)
H (16.04462, 23.59184, 19.47099)
H (16.36160, 24.69485, 20.80422)
H (14.12063, 25.66637, 20.69107)
H (13.57924, 24.47986, 19.43688)
H (15.57932, 24.40198, 17.51623)
H (15.55856, 25.97325, 16.63661)
H (13.07779, 24.14534, 17.23340)
H (13.85697, 24.50131, 15.71522)
H (11.71887, 25.73789, 16.28629)
H (13.06777, 26.82643, 15.99535)
H (11.94246, 26.09452, 18.72832)
H (11.87211, 27.71393, 17.97319)
H (13.71223, 27.75440, 19.67808)
H (14.31867, 28.01706, 18.11079)
H (16.94633, 26.00963, 18.77122)
H (16.19192, 27.04197, 20.08514)
H (16.34061, 27.72834, 18.46807)
P (13.44074, 19.80472, 21.81610)
F (12.54398, 21.22052, 21.87350)
F (12.45433, 19.02826, 22.86959)
F (12.55852, 19.33002, 20.50181)
F (14.24816, 18.41905, 21.76473)
F (14.59178, 20.28942, 20.75862)
F (14.47773, 20.22597, 23.00793)

Here are the Löwdin charges for atoms 1 to 6, given in e: number 1, C, carries -0.44; number 2, O, carries -0.12; number 3, O, carries -0.23; number 4, C, carries -0.49; number 5, F, carries 0.03; number 6, F, carries 0.08